C30H36BClF4N7O5Y as an isolated structure, computed with ωB97M-V/def2-TZVPD.

The value obtained for the orbital gap is 8.2 eV. For the energy above the lowest of the compared OMol25 structures with the same formula, charge and spin, the calculation gives 0.352 eV. For the largest force on an atom, the calculation gives 0.01851 Eh/bohr. Its calculated total energy is -2847.508879 Ha. As for the multiplicity: 1.

Last column: Mulliken charge in e.
Element x y z (Å)
1 Y 0.452 0.215 0.482  0.52
2 C -5.383 3.109 -2.311  -0.75
3 O -5.049 4.391 -1.791  -0.51
4 C -4.818 4.543 -0.460  0.57
5 C -5.293 5.729 0.104  -0.50
6 C -5.078 6.018 1.436  -0.47
7 C -4.396 5.118 2.249  -1.21
8 C -3.929 3.941 1.700  0.44
9 C -4.115 3.647 0.348  -0.90
10 N -3.530 2.460 -0.187  -0.13
11 C -2.189 2.184 -0.089  0.14
12 N -1.413 3.262 0.055  0.26
13 C -0.012 3.445 -0.063  -0.13
14 C 0.924 2.416 -0.111  0.06
15 C 2.258 2.833 -0.281  -0.08
16 C 2.635 4.166 -0.362  -1.24
17 C 1.670 5.160 -0.280  -0.19
18 C 0.345 4.796 -0.141  0.47
19 O -0.664 5.745 -0.038  -0.58
20 C -0.818 6.560 -1.194  -0.89
21 N -1.741 0.945 -0.193  -0.21
22 C -2.741 -0.069 -0.247  0.85
23 C -2.910 -0.801 -1.414  -0.79
24 C -3.812 -1.854 -1.493  -0.70
25 C -4.567 -2.176 -0.380  -0.96
26 C -4.445 -1.437 0.791  -0.62
27 C -3.547 -0.381 0.863  0.35
28 O -3.408 0.417 1.958  0.68
29 C -4.454 0.391 2.917  -1.55
30 H -5.935 3.298 -3.229  0.31
31 H -6.029 2.568 -1.614  0.31
32 H -4.495 2.517 -2.528  0.25
33 H -5.828 6.410 -0.543  0.46
34 H -5.449 6.946 1.847  0.40
35 H -4.221 5.337 3.292  0.45
36 H -3.366 3.231 2.294  0.70
37 H -4.117 1.646 -0.269  0.62
38 H -1.903 4.146 0.083  0.26
39 H 3.045 2.094 -0.338  0.31
40 H 3.678 4.434 -0.475  0.41
41 H 1.933 6.209 -0.313  0.44
42 H 0.073 7.164 -1.373  0.37
43 H -1.665 7.216 -1.005  0.25
44 H -1.016 5.943 -2.076  0.30
45 H -2.309 -0.524 -2.273  0.51
46 H -3.911 -2.416 -2.411  0.48
47 H -5.265 -3.002 -0.414  0.45
48 H -5.043 -1.694 1.653  0.50
49 H -4.250 1.210 3.604  0.29
50 H -4.459 -0.547 3.475  0.39
51 H -5.423 0.553 2.438  0.49
52 Cl -2.061 -1.861 4.560  -0.22
53 C -1.236 -0.315 4.281  -0.74
54 C -0.771 -0.106 2.863  1.25
55 O -0.819 -1.026 2.002  -0.75
56 O -0.269 1.015 2.600  -0.73
57 H -0.360 -0.277 4.927  0.49
58 H -1.903 0.497 4.560  0.29
59 F 2.764 -0.207 -0.252  -0.42
60 B 3.423 -0.313 1.050  0.55
61 F 4.272 0.723 1.245  -0.33
62 F 4.002 -1.547 1.166  -0.35
63 F 2.270 -0.215 1.935  -0.29
64 C 1.187 -3.130 1.043  -0.81
65 N 1.228 -4.563 0.797  0.08
66 C -0.107 -5.008 0.409  -0.68
67 N -0.575 -4.333 -0.805  0.18
68 C -0.588 -2.901 -0.554  -0.83
69 N 0.749 -2.371 -0.174  1.51
70 C 1.692 -2.712 -1.273  -0.96
71 N 1.731 -4.142 -1.538  0.04
72 C 2.151 -4.821 -0.308  -0.71
73 C 0.385 -4.599 -1.876  -0.70
74 H 2.179 -2.782 1.322  0.28
75 H 0.479 -2.914 1.842  0.15
76 H -0.804 -4.797 1.222  0.36
77 H -0.088 -6.085 0.228  0.36
78 H -1.294 -2.666 0.245  0.14
79 H -0.905 -2.395 -1.469  0.13
80 H 2.684 -2.364 -0.996  0.23
81 H 1.373 -2.186 -2.178  0.25
82 H 3.144 -4.467 -0.028  0.36
83 H 2.194 -5.896 -0.496  0.32
84 H 0.414 -5.673 -2.071  0.34
85 H 0.052 -4.089 -2.784  0.34